{"formula": "C52H94F12N2O36S8", "method": "ωB97M-V/def2-TZVPD", "elements": ["S", "S", "S", "S", "S", "S", "S", "S", "F", "F", "F", "F", "F", "F", "F", "F", "F", "F", "F", "F", "O", "O", "O", "O", "O", "O", "O", "O", "O", "O", "O", "O", "O", "O", "O", "O", "O", "O", "O", "O", "O", "O", "O", "O", "O", "O", "O", "O", "O", "O", "O", "O", "O", "O", "O", "O", "N", "N", "C", "C", "C", "C", "C", "C", "C", "C", "C", "C", "C", "C", "C", "C", "C", "C", "C", "C", "C", "C", "C", "C", "C", "C", "C", "C", "C", "C", "C", "C", "C", "C", "C", "C", "C", "C", "C", "C", "C", "C", "C", "C", "C", "C", "C", "C", "C", "C", "C", "C", "C", "C", "H", "H", "H", "H", "H", "H", "H", "H", "H", "H", "H", "H", "H", "H", "H", "H", "H", "H", "H", "H", "H", "H", "H", "H", "H", "H", "H", "H", "H", "H", "H", "H", "H", "H", "H", "H", "H", "H", "H", "H", "H", "H", "H", "H", "H", "H", "H", "H", "H", "H", "H", "H", "H", "H", "H", "H", "H", "H", "H", "H", "H", "H", "H", "H", "H", "H", "H", "H", "H", "H", "H", "H", "H", "H", "H", "H", "H", "H", "H", "H", "H", "H", "H", "H", "H", "H", "H", "H", "H", "H", "H", "H", "H", "H"], "coordinates": [[4.823815, -2.285913, -1.384802], [-5.876342, -2.667612, 0.556727], [-0.133191, 3.924196, 0.388296], [-3.712509, -1.854826, 4.552260], [-0.789462, 0.577387, 8.966109], [5.597158, -2.005969, 6.760069], [2.254981, -2.331009, -5.765851], [1.640082, -0.847949, 1.289841], [7.141904, 3.768955, -4.604074], [0.098408, 4.205277, -7.627085], [6.199676, 3.956783, -2.631628], [-2.689052, -3.608396, -3.328786], [-4.434248, 1.375231, -0.102771], [6.764263, 5.686747, -3.853232], [-0.373614, 2.132960, -6.935175], [-2.769153, 2.328512, 1.034171], [-1.773549, -4.862040, -4.712598], [-4.893445, 2.567220, 1.628218], [-1.533385, 3.157194, -8.552895], [-2.123333, -5.675504, -2.703618], [-4.350782, 3.772704, -1.539097], [5.035939, -1.563812, 7.971760], [0.010664, 2.647159, 1.035600], [-1.135392, 4.035814, -5.164877], [1.153267, 4.471824, -0.311275], [6.274706, -2.244091, -1.910137], [4.315336, 3.188726, -4.182009], [6.648128, -1.279061, 6.124353], [-1.132221, 3.932202, -0.662697], [-4.480034, -3.308039, 0.308970], [-3.409460, 2.890399, 6.491819], [0.143877, 1.663876, 9.184616], [1.712154, -2.004987, -7.150180], [1.907298, 0.241355, 0.169744], [-5.676226, -1.443079, 1.285778], [4.449881, -3.733007, -1.168228], [-4.342284, -0.738919, -7.554882], [1.960173, -2.105235, 0.677637], [-0.442247, -0.148832, 7.556410], [2.444184, -0.585880, 2.430746], [-4.273910, 4.860834, 0.369014], [-0.335204, -2.931715, -2.682553], [4.368592, -2.032683, 5.787811], [4.029632, -1.522365, -2.261311], [-2.397169, -1.655811, -7.213592], [3.676658, -2.396806, -5.892921], [0.434641, -5.082029, -2.624038], [-6.726097, -3.686197, 1.065911], [1.576593, -3.469427, -5.243956], [-2.887863, -1.327437, 3.541890], [-3.030635, 4.274715, -6.461780], [-3.265320, 2.272768, 4.400764], [-4.349118, -3.050761, 3.814734], [4.556613, 5.078361, -5.447529], [-3.182807, -2.245034, 5.804150], [-2.203728, 0.692747, 8.958374], [-3.325856, -0.895750, -6.936477], [-2.811232, 2.608280, 5.481814], [-6.024265, 6.005472, -0.884064], [-3.201595, -0.160903, -5.653952], [-4.002208, 1.401864, -4.056330], [1.105950, 0.109540, -1.023135], [-5.022261, -4.030655, 4.697448], [4.901695, 4.342833, -4.550853], [0.921666, -0.437189, 7.143335], [2.089449, -5.675356, -0.962030], [0.591693, 1.713758, 4.528549], [4.638739, -2.230454, 4.281373], [3.752416, -3.441820, 3.870348], [-2.186033, -0.576834, -4.822219], [1.561935, 1.111294, -2.055411], [-0.068036, -0.694156, 1.583702], [1.373486, 2.435933, 5.451757], [-4.086098, 2.474891, 0.609957], [0.728359, 3.095507, 6.533276], [-2.092674, -0.001048, -3.552842], [-1.930490, 4.401506, -3.988181], [6.273206, 4.440623, -3.881010], [-6.346445, -2.380892, -1.082730], [-2.314902, -3.535475, 1.095196], [-5.325225, -5.194981, 3.779961], [-0.332000, -0.703430, 10.284535], [-1.295396, 2.560992, 5.532105], [0.471386, -3.577574, -8.501780], [-0.616936, 4.986198, 1.752923], [2.972212, 3.093982, -4.583326], [-1.761834, 5.887332, -3.785147], [-0.957261, 3.344465, -7.363989], [-4.598954, 6.100169, -0.329031], [-3.001305, 0.992408, -3.151087], [-1.821721, 3.991887, -6.307885], [-4.249807, 3.757904, -0.381071], [1.729320, -4.627154, -1.997442], [2.316594, 4.796004, 0.492116], [-1.752042, -4.570433, -3.400992], [-0.751333, 1.787932, 4.536969], [0.773783, -1.731554, 6.352809], [-0.384669, -4.122955, -2.824001], [2.068669, 3.978689, -3.697486], [-3.239861, -2.549941, 0.454685], [1.873005, -0.828670, -4.983721], [6.032426, -3.732860, 6.907476], [-4.151124, 0.765800, -5.269347], [7.016537, -3.286875, -2.639828], [5.048346, -1.428899, 0.119367], [0.359233, -2.401751, -7.547471], [3.197554, 3.576711, 0.573841], [6.434771, -3.460958, -3.954114], [-5.076379, -0.836226, 4.969119], [-0.682799, 3.136058, 6.586190], [2.392239, 3.931207, -2.702552], [-0.387701, 6.087913, 1.647929], [-0.667425, -1.074865, 0.759111], [-0.208291, -2.585265, -6.662960], [-2.984432, 4.007852, -4.061002], [-6.200277, 4.991782, -1.248902], [5.324158, -3.665892, -3.889619], [-1.461066, 3.805113, -3.223011], [5.714292, -2.336871, 4.195589], [2.154979, 5.013639, -3.962108], [-0.835264, 6.289493, -4.071580], [-1.695952, 4.937681, 1.865334], [2.246097, -6.611088, -1.466190], [3.666781, 3.271411, -0.353259], [0.838956, 1.037934, -2.870499], [1.691413, 2.107437, -1.653726], [3.901676, -3.496081, 2.753226], [1.145967, -3.408891, -9.306398], [-2.914648, -2.329929, -0.587226], [2.847594, 5.603803, 0.004898], [-2.501226, -4.512359, 0.581615], [1.461961, 0.341518, 6.578421], [6.946093, -3.703770, 7.533470], [-1.904618, 6.067903, -2.657799], [2.456991, 2.438981, 5.254470], [1.274847, 3.571342, 7.355681], [-7.444747, -2.119021, -1.156002], [-6.059449, -3.359252, -1.537232], [2.568196, 2.730893, 0.810288], [-2.999577, 1.282098, -2.126466], [1.783926, -1.876615, 5.889057], [-5.873912, -1.479130, 5.443329], [0.073611, 0.253507, -0.770418], [3.966985, 3.737429, 1.324168], [5.862218, -1.898975, 0.639296], [-4.653512, -0.171439, 5.756687], [-5.959458, -5.901708, 4.346112], [2.121821, 5.050390, 1.508262], [-3.454176, -1.600720, 0.976085], [0.559822, -2.492752, 7.136829], [-5.903513, -4.917809, 2.876328], [-5.408141, -0.354334, 4.060745], [-2.471078, 6.511439, -4.290858], [-6.822513, 6.239715, -0.131958], [2.708189, 2.040695, -4.546799], [-0.245607, -1.360087, 2.422077], [-0.843117, -0.361270, 11.159201], [1.183672, -0.952514, -1.369104], [-1.296069, 3.686476, 7.302728], [-0.020785, -1.759536, 5.550645], [2.683473, -3.299480, 4.110595], [-0.420265, 0.303408, 1.892243], [1.073684, 3.708217, -3.728536], [6.249744, -4.223213, 5.966685], [-1.367850, 1.299715, 3.818405], [0.762348, -0.756756, 10.429939], [7.988825, -2.921655, -2.636208], [-4.625359, 2.246460, -3.728840], [-0.565450, -3.837466, -8.824703], [0.708206, -4.426185, -7.873236], [-4.453345, 6.794242, 0.481174], [5.221437, -4.194136, 7.468466], [-4.308605, -4.347270, 5.521784], [-0.266436, 4.596369, 2.694666], [-0.004412, -1.599655, -8.151134], [2.493848, 0.748925, -2.488389], [4.290726, -1.301758, 3.837369], [4.071599, -4.375930, 4.314069], [7.085039, -4.231519, -4.456251], [2.285138, -0.026913, -5.598808], [-6.248355, 6.645048, -1.734667], [-1.263029, -3.290868, 0.827771], [7.019367, -4.206284, -2.044175], [1.641295, -3.698042, -1.494061], [-4.868087, 1.045082, -6.006464], [0.796993, -0.624914, -4.857213], [5.325673, -0.386027, 0.022067], [-0.707948, -1.659766, 10.041201], [2.538269, -4.662599, -2.729563], [-3.886290, 6.267811, -1.164542], [1.122973, 1.107487, 3.768491], [2.875941, 3.329749, -5.621954], [2.344716, -1.005305, -4.006760], [1.582266, -0.660956, 7.926673], [4.165449, -1.671089, 0.725988], [-1.368928, -0.507108, -2.855744], [-1.520400, -1.415528, -5.035230], [6.607772, -2.505559, -4.510902], [-5.660235, -1.594708, -1.466294], [1.348705, -5.862264, -0.177724], [-4.404056, -5.654570, 3.528830], [-2.497364, -3.594528, 2.181933], [-5.933604, -3.576718, 5.105940], [3.092073, -5.473984, -0.492891]], "forces_ev_per_angstrom": [[-0.021, -4.497, 0.522], [0.129, 0.994, 0.831], [-2.889, -1.279, -0.078], [-0.964, 0.292, 0.553], [2.515, -1.907, 0.678], [-0.299, -0.386, -1.635], [1.132, -0.243, -0.107], [0.794, -0.653, -1.739], [0.518, -1.197, -0.216], [-0.859, -0.906, 0.616], [0.442, 0.139, -0.152], [0.277, -0.294, 1.100], [0.543, 0.498, 0.455], [-0.671, 0.084, 0.436], [-1.368, 2.054, -0.657], [-2.142, 0.156, -0.464], [0.860, -0.536, 0.155], [0.009, 0.108, 0.642], [-0.159, -0.303, 1.192], [-0.497, 0.591, -0.423], [-0.031, -1.193, -3.044], [-0.188, 0.270, 1.618], [1.160, 0.260, -0.184], [-1.125, -0.204, -1.094], [-0.003, 0.731, 0.595], [1.438, 0.359, 0.113], [0.902, 1.241, 0.410], [0.588, -0.092, 0.052], [0.853, 0.765, 0.496], [0.208, -0.230, 0.107], [-0.419, 0.170, -0.345], [-1.102, -0.453, -0.280], [-0.660, 0.155, -2.108], [0.211, 0.450, 0.866], [-0.433, -0.145, -0.145], [0.999, 3.750, -0.140], [-0.291, -0.074, -0.758], [-0.909, -0.649, -0.197], [0.075, 1.062, 1.053], [-0.073, 1.313, 0.802], [0.045, -0.385, 0.215], [1.299, 0.722, 0.758], [0.052, -0.278, -1.630], [-1.456, 1.009, -0.859], [-1.070, 0.650, -0.332], [0.032, 0.146, 0.192], [1.831, 0.426, 0.800], [-0.315, -0.405, 0.354], [-0.641, -0.261, 0.733], [1.370, 1.514, -1.055], [4.032, -0.713, 0.141], [-1.051, 0.420, 0.515], [-0.975, -1.620, 0.761], [0.138, -0.519, 1.489], [0.958, -0.643, 1.027], [-0.219, 0.529, -0.061], [0.842, -0.343, 0.995], [1.556, -0.579, -0.275], [-1.062, 0.113, 0.778], [0.430, -0.879, 0.088], [0.300, 0.525, 1.340], [0.174, -1.099, -0.539], [0.573, -0.520, -0.285], [-0.148, -0.287, -1.810], [-0.643, -0.422, -1.702], [0.924, -0.411, 0.540], [2.569, -0.138, -0.730], [-1.612, -0.712, 2.036], [0.846, 1.195, -1.268], [0.437, -0.013, 0.970], [0.276, -1.214, -0.188], [-0.920, -0.070, 0.949], [-0.722, 0.351, 0.530], [1.073, 0.163, -1.882], [0.420, -0.042, -0.318], [0.060, -0.635, 0.590], [-0.192, -0.284, -0.393], [0.007, 0.914, 0.304], [-0.158, 0.116, -1.007], [0.852, -0.546, -0.339], [-1.657, 0.153, 0.571], [0.657, 1.518, -1.307], [-2.875, -0.553, -0.229], [-2.101, -0.798, 1.874], [0.057, 1.912, -0.198], [-1.799, -0.319, 0.087], [-1.697, -0.088, 2.840], [2.833, -0.412, -1.716], [-0.172, -0.600, -0.756], [0.205, -1.324, -1.243], [-3.929, -0.075, 1.186], [0.803, 0.299, 3.895], [0.567, -2.067, 0.627], [1.365, -1.053, -0.610], [-0.638, -1.019, -0.482], [-0.226, 0.200, 0.173], [0.571, -0.200, -0.312], [-2.373, 1.230, -1.614], [2.121, 0.048, -1.275], [-0.296, 0.316, -1.082], [-0.403, 0.029, 1.270], [0.596, 0.715, 1.026], [0.762, 0.464, -0.577], [-1.752, -0.673, 2.195], [-0.198, -0.778, 1.059], [1.191, -0.262, -1.432], [0.036, -0.447, -0.224], [-0.166, 0.242, -2.163], [-0.178, -0.162, 0.876], [1.375, 0.710, -0.084], [0.502, -0.358, 1.580], [0.078, -1.304, -0.137], [0.290, 0.100, -0.125], [-0.541, -0.175, 0.298], [1.106, 0.786, -0.273], [-0.050, 0.216, 0.105], [1.427, -0.149, -0.448], [0.248, 0.126, 0.487], [0.005, -0.222, -0.358], [0.028, 0.612, -0.485], [1.619, -0.028, -0.207], [-0.258, -0.328, -0.599], [-0.110, -0.656, -0.307], [0.214, 0.402, -0.400], [-0.142, 0.534, 0.044], [-0.281, 0.139, -0.015], [-0.519, -0.255, 0.979], [0.445, 0.082, -0.557], [-0.134, -0.021, 0.557], [-0.363, 0.331, -0.198], [0.110, 0.624, 0.676], [-1.123, 0.031, 0.237], [-0.450, -0.233, -0.319], [0.281, -0.061, -1.559], [-0.537, 0.053, 0.706], [-0.002, -0.206, -0.559], [1.431, -0.351, 0.009], [-0.701, 0.839, -0.123], [-0.032, -0.315, 0.624], [0.043, 0.724, 0.419], [-0.879, -0.399, 0.343], [0.887, 0.737, -0.616], [-0.591, 0.439, 0.271], [0.059, -0.168, 0.104], [0.537, -0.432, 0.088], [-0.560, -0.113, -0.765], [0.397, 0.076, -0.235], [-0.959, 0.570, 0.631], [0.268, -0.635, 0.048], [0.132, 0.055, -0.979], [0.514, 0.069, 0.544], [-0.276, 0.345, 0.028], [-0.777, -0.007, -0.392], [0.879, -0.275, -0.392], [0.060, -0.075, 0.531], [-0.120, -0.195, 0.222], [-0.128, 0.388, 0.586], [0.155, 0.857, -0.020], [0.534, -0.349, 0.043], [0.779, 0.330, 1.006], [0.612, 0.226, -0.225], [0.581, -0.187, -0.369], [-2.123, -0.708, -0.267], [-0.117, 0.148, -0.195], [-0.315, -0.243, -0.259], [-0.619, 0.321, -0.161], [1.740, 0.790, -0.140], [-0.049, -0.636, -0.363], [0.731, 0.475, -0.272], [0.732, -0.457, -0.246], [-0.116, 0.639, -0.144], [0.062, -0.130, -0.174], [-0.937, 0.627, -0.978], [0.698, -0.193, 0.088], [-0.365, 0.982, 0.291], [0.273, 0.237, 0.156], [0.087, -0.107, -0.101], [0.253, -0.113, 0.125], [-1.196, 0.401, 0.144], [0.334, -0.194, 0.329], [0.466, 0.268, -0.025], [-0.517, -0.040, 0.586], [-0.293, 0.167, 0.081], [-0.427, 1.081, -0.187], [-0.642, 0.222, -0.154], [0.316, -0.494, -0.109], [-0.530, 0.140, -0.381], [-0.531, -0.952, -0.603], [-0.633, 0.494, -0.333], [-0.235, -0.160, 0.687], [-0.375, 0.470, 0.479], [0.000, 0.543, -0.681], [-0.031, 0.824, -0.063], [0.537, -0.184, 1.725], [0.083, 0.638, -0.338], [-0.759, 0.909, -0.594], [-0.337, 0.386, -0.297], [-0.505, -0.797, 0.171], [-0.700, -0.381, 0.043], [0.002, 0.393, -0.154], [0.770, -0.634, -0.473], [0.320, -0.124, -0.590], [0.289, -0.049, -0.034], [-1.169, 0.267, -0.430]], "mulliken_charge": [0.957, 1.206, 0.551, 1.104, 1.237, 1.168, 1.281, 1.173, -0.247, -0.273, -0.191, -0.172, -0.210, -0.268, -0.137, 0.083, -0.286, -0.233, -0.255, -0.284, -0.286, -0.614, -0.017, 0.018, -0.056, -0.232, -0.300, -0.631, -0.656, -0.419, -0.649, -0.637, -0.418, -0.489, -0.517, -0.670, -0.638, -0.352, -0.136, -0.375, -0.192, -0.132, -0.315, -0.463, -0.620, -0.735, -0.367, -0.699, -0.553, -0.424, -0.593, -0.486, 0.085, -0.532, -0.838, -0.613, 1.078, 1.081, -1.053, -0.317, -0.464, 0.375, -0.322, 0.351, -0.170, -1.550, 0.682, -0.230, -0.584, -0.267, 0.235, -0.197, -1.240, 0.786, -0.279, 0.214, 0.604, 0.826, -0.791, -0.686, -1.092, -1.089, -0.363, -1.483, -1.244, 0.305, -1.451, 0.867, 0.089, -0.470, 0.267, -0.117, 1.177, -0.547, 0.557, 0.302, -0.449, 0.575, -1.148, 0.700, -0.125, -0.895, -0.515, -0.380, -0.597, 0.684, -0.491, -0.656, -0.876, -1.063, 0.237, 0.391, -0.117, -0.216, 0.202, 0.287, 0.129, -0.294, 0.710, 0.668, 0.456, 0.296, 0.424, 0.152, 0.183, -0.698, 0.011, 0.352, 0.159, 0.388, 0.552, -0.246, 0.382, 0.145, 0.510, 0.356, 0.371, 0.354, -0.187, 0.325, -0.067, 0.379, 0.078, 0.572, 0.531, 0.331, 0.427, 0.485, 0.142, 0.391, 0.154, 0.180, 0.408, 0.277, -0.494, 0.794, 0.433, -0.313, 0.467, -0.046, 0.067, -0.632, 0.066, 0.280, 0.629, 0.313, 0.364, 0.297, 0.365, 0.359, 0.424, 0.298, 0.275, 0.403, 0.263, 0.204, -0.147, 0.506, 0.392, 0.681, 0.378, -0.129, 0.237, -0.472, 0.574, -0.112, 0.450, 0.342, 0.086, -0.073, -0.026, 0.666, -0.289, 0.684, -0.311, 0.401, 0.208, 0.227, 0.085, 0.353, 0.320, -0.190, 0.290, 0.275], "charge": 0, "homo_energy_ev": -9.8, "energy_ha": -9239.5145}